ORCA calculation (ωB97M-V with the def2-TZVPD basis set) on a structure of composition C5H6BaO2 at a distorted geometry.

As for the net charge: 0. The calculation puts the largest force on an atom at 2.45 eV Å⁻¹. The HOMO-LUMO gap (alpha / beta) is 5.0 / 4.6 eV. The total energy is -10063.1414 eV.

Geometry as XYZ:
```
14
Properties=species:S:1:pos:R:3:forces:R:3
O -0.872480 1.942695 0.169131 -1.7 0.2 0.0
H -3.273227 0.105806 -0.831798 0.2 0.1 0.2
C -2.421516 0.154611 -0.140859 0.0 -0.4 0.0
C 3.820101 0.771719 -0.528858 -1.3 0.5 0.2
H 0.409263 -1.921088 -0.196645 -0.2 0.2 0.1
O 4.800597 0.286002 0.189415 1.5 -0.8 0.3
C -1.307276 -0.719848 -0.589056 0.4 -0.4 0.3
C -0.392520 -1.301832 0.216162 -0.6 -0.3 -0.4
H -1.174294 -0.832569 -1.671113 0.0 0.0 0.2
H -2.798581 -0.144507 0.852547 0.1 0.1 -0.2
C -2.101683 1.679243 0.071021 -0.9 0.8 0.1
Ba 1.223115 1.119831 0.028256 2.4 -0.2 -0.5
H -0.500976 -1.273274 1.305908 0.0 0.0 -0.3
H 4.589475 0.133207 1.125888 0.1 0.2 -0.1
```
Forces are in eV/Å.

ORCA calculation (ωB97M-V with the def2-TZVPD basis set) on a cluster of 2 separate species, C2H3BrN2 in total at a distorted geometry.

The energy relative to the best compared isomer or geometry (same formula, charge and spin) comes out at 87.3 kJ/mol. As for the net charge: 0. The calculation puts the largest force on an atom at 3.68 eV Å⁻¹. The HOMO-LUMO gap is 8.2 eV. The total energy is -75142.1355 eV.

Geometry as XYZ:
```
8
Properties=species:S:1:pos:R:3:forces:R:3
C 0.443757 0.234953 -0.558389 0.8 0.1 -1.3
C -0.820466 0.609394 0.002175 -3.3 0.6 1.6
Br 1.838247 1.124804 0.372866 0.0 0.0 0.0
H -1.140897 1.364157 -0.740069 0.0 -0.2 -0.3
H -0.772331 1.254695 0.917303 -0.3 -0.9 -0.2
N 1.484833 -2.612164 -0.040104 -0.4 0.4 -0.2
H -1.753983 -0.148053 0.057276 2.5 1.4 -0.3
N 0.720841 -1.827783 -0.011058 0.4 -1.3 0.7
```
Forces are in eV/Å.

ORCA calculation (ωB97M-V with the def2-TZVPD basis set) on an isolated molecule of C3H4N2O at a distorted geometry.

The energy relative to the best compared isomer or geometry (same formula, charge and spin) comes out at 283.1 kJ/mol. As for the net charge: 0. The calculation puts the largest force on an atom at 3.73 eV Å⁻¹. The HOMO-LUMO gap is 11.0 eV. The total energy is -8200.9514 eV.

Geometry as XYZ:
```
10
Properties=species:S:1:pos:R:3:forces:R:3
C 0.303744 -2.477257 1.435680 -1.2 -1.0 -0.2
O -0.066389 -1.416970 -0.785509 -1.9 -1.5 -1.6
C 0.505836 -1.445492 0.454396 -1.0 0.7 1.4
N -0.059807 -3.280003 2.175972 0.4 0.2 0.0
H 1.452678 -1.048435 0.494321 2.2 0.9 0.1
N -0.093613 0.832001 -0.111618 -2.1 1.4 -2.8
H -0.860238 1.227013 -0.835273 2.7 -0.5 1.8
H -1.519451 -0.661769 0.720984 0.5 0.5 -1.4
H 0.839110 0.705259 -0.616496 -1.9 0.5 0.7
C -0.594820 -0.464376 0.119406 2.1 -1.2 1.9
```
Forces are in eV/Å.

ORCA calculation (ωB97M-V with the def2-TZVPD basis set) on a cluster of 2 separate species, C3H11NOS in total at a distorted geometry.

The energy relative to the best compared isomer or geometry (same formula, charge and spin) comes out at 126.0 kJ/mol. As for the net charge: 0. The calculation puts the largest force on an atom at 2.73 eV Å⁻¹. The HOMO-LUMO gap is 9.5 eV. The total energy is -17661.1160 eV.

Geometry as XYZ:
```
17
Properties=species:S:1:pos:R:3:forces:R:3
H -3.185793 -0.928784 -0.067906 0.8 -0.7 -0.1
H -0.742098 -1.741269 1.171013 -0.2 0.8 0.2
N -2.311354 -1.497543 -0.089798 -1.4 1.7 -1.0
H -2.006551 -1.428023 -1.090394 0.0 -0.2 1.3
S 1.566639 2.174137 0.386627 1.1 -0.7 -1.3
H 0.612027 -2.714066 -3.057473 0.3 0.1 0.7
H -1.831377 -0.373538 1.723379 0.2 -1.0 -1.0
C -0.388057 0.272916 0.230404 -2.7 0.5 -0.4
H 0.741281 0.715476 1.989654 -0.3 -0.1 0.5
C -1.359848 -0.873288 0.827270 2.3 -0.2 0.1
H -1.030946 1.150233 0.468147 0.4 -0.1 -1.0
O 0.071589 -2.412846 -2.315831 -0.1 0.3 0.9
H 1.225475 3.012680 1.350685 -0.4 -0.2 0.7
H 1.446538 -0.359957 0.894844 1.7 0.0 -0.4
H -0.202990 0.231455 -0.893058 -0.5 -0.2 1.3
H 0.581398 -2.306654 -1.475771 -0.2 -0.4 -1.5
C 0.903503 0.557339 0.935006 -1.2 0.5 1.0
```
Forces are in eV/Å.